Run 1
The following is a quantum chemistry calculation of a cluster of 8 separate species, H14NO10 in total, from the Open Molecules 2025 dataset.

The geometry in XYZ format:
```
25
Properties=species:S:1:pos:R:3:lowdin_charge:R:1
N -0.110 -0.014 0.072 -0.51
O -0.729 -0.506 -0.862 -0.03
O -0.672 0.355 1.100 0.01
O 1.214 -0.087 0.004 -0.09
O -2.843 -1.908 0.475 0.06
H -2.407 -2.660 0.696 -0.01
H -2.184 -1.368 0.561 -0.11
O -1.960 2.362 2.978 -0.10
H -1.514 1.522 2.515 0.07
H -1.629 2.907 2.303 -0.02
O 2.195 -2.360 1.598 0.00
H 1.489 -1.866 1.260 -0.02
H 3.037 -2.091 1.426 -0.02
O -3.056 1.265 -1.335 -0.06
H -2.204 0.816 -1.225 -0.01
H -3.418 0.584 -1.891 0.02
O -0.050 0.593 -3.379 -0.03
H -0.290 0.068 -2.614 -0.01
H -0.721 0.768 -3.980 -0.01
O 2.488 1.106 2.316 -0.10
H 1.843 1.128 1.520 0.04
H 2.472 2.054 2.322 0.00
O 3.371 -1.065 -2.059 -0.08
H 2.929 -0.896 -1.148 0.06
H 2.758 -0.701 -2.648 -0.02
```

For the gap between HOMO and LUMO, the calculation gives 0.3762 hartree. Its net charge is -1. Its spin multiplicity is 1. The LUMO energy is 3.20 eV.


Run 2
The following is a quantum chemistry calculation of a cluster of 8 separate species, H14NO10 in total, from the Open Molecules 2025 dataset.

The geometry in XYZ format:
```
25
Properties=species:S:1:pos:R:3:lowdin_charge:R:1
N 0.476 -0.026 0.937 -0.45
O 1.073 0.040 -0.157 -0.08
O -0.012 1.077 1.388 -0.06
O -0.304 -0.965 0.980 -0.01
O -0.049 -2.295 -1.554 -0.09
H 0.041 -1.424 -1.126 -0.02
H 0.521 -2.940 -1.088 0.04
O -0.590 0.587 -2.301 -0.05
H -0.572 1.538 -2.506 0.05
H 0.265 0.406 -1.934 -0.01
O 3.434 -1.972 -1.026 -0.04
H 4.100 -1.696 -1.601 -0.01
H 3.128 -1.184 -0.538 0.03
O -2.672 0.860 1.939 -0.07
H -2.828 1.546 2.617 0.06
H -1.727 0.694 1.886 -0.02
O 1.898 3.080 0.100 -0.02
H 1.599 2.196 0.325 -0.01
H 2.362 2.856 -0.631 -0.04
O -1.826 -3.007 1.998 -0.04
H -1.897 -3.088 1.071 0.00
H -1.223 -2.291 2.017 -0.03
O -1.966 2.203 -0.475 -0.09
H -1.057 1.969 -0.722 -0.01
H -2.171 1.842 0.412 -0.01
```

For the gap between HOMO and LUMO, the calculation gives 0.3465 hartree. Its net charge is -1. Its spin multiplicity is 1. The LUMO energy is 2.79 eV.


Stability check: which of them is least stable? run 2.


Run 1
The following is a quantum chemistry calculation of the ion C3H10N2O with charge +1, from the Open Molecules 2025 dataset.

The geometry in XYZ format:
```
16
Properties=species:S:1:pos:R:3:lowdin_spin:R:1
C 0.052 0.991 -0.628 0.08
N 0.081 1.054 0.802 0.49
C -0.656 0.074 1.520 0.11
O -1.891 -0.289 0.995 0.01
C 0.796 -0.206 -1.328 0.09
N 0.843 -1.394 -0.497 0.09
H 0.497 1.857 -1.124 0.01
H -1.015 0.996 -0.861 0.00
H 1.031 1.046 1.175 0.01
H -0.052 -0.862 1.424 0.06
H -0.686 0.289 2.592 0.02
H -2.503 0.439 1.181 0.00
H 0.313 -0.305 -2.303 0.02
H 1.813 0.124 -1.561 0.00
H 1.486 -2.070 -0.866 0.01
H -0.110 -1.744 -0.522 0.00
```

For the gap between HOMO and LUMO (spin up / spin down), the calculation gives 0.4313 / 0.2466 hartree. Its net charge is +1. Its spin multiplicity is 2. The LUMO energy (spin up / spin down) is -2.99 / -7.95 eV. Its expectation value of S² is 0.76.


Run 2
The following is a quantum chemistry calculation of a cluster of 2 separate species, C3H10N2O in total, from the Open Molecules 2025 dataset.

The geometry in XYZ format:
```
16
Properties=species:S:1:pos:R:3:lowdin_spin:R:1
C -0.119 -3.253 -0.508 0.00
C -0.020 -1.971 -0.825 0.00
O 0.864 -1.119 -0.136 0.00
H -0.583 -3.981 -1.183 0.00
H -0.393 -3.365 0.542 0.00
H -0.318 -1.609 -1.804 0.00
H 1.683 -1.592 -0.332 0.00
N 0.618 1.540 1.157 0.70
C -0.605 2.081 0.670 0.08
N -0.606 2.169 -0.820 0.12
H 0.830 0.530 1.210 0.02
H 0.843 1.845 2.109 0.02
H -0.813 3.102 0.929 0.00
H -1.412 1.453 1.126 0.05
H -0.118 1.323 -1.133 0.00
H 0.148 2.847 -1.004 0.00
```

For the gap between HOMO and LUMO (spin up / spin down), the calculation gives 0.3572 / 0.1546 hartree. Its net charge is +1. Its spin multiplicity is 2. The LUMO energy (spin up / spin down) is -3.40 / -8.90 eV. Its expectation value of S² is 0.76.


Stability check: which of them is least stable? run 2.


Run 1
The following is a quantum chemistry calculation of a cluster of 2 separate species, C3H10N2O in total, from the Open Molecules 2025 dataset.

The geometry in XYZ format:
```
16
Properties=species:S:1:pos:R:3:lowdin_spin:R:1
C -1.932 0.199 0.442 0.15
C -2.439 -0.845 -0.322 0.47
N -1.364 1.354 0.048 0.31
H -1.946 0.087 1.526 0.00
H -2.934 -1.692 0.125 0.02
H -2.331 -0.766 -1.401 0.02
H 2.375 1.741 0.390 0.00
H -0.425 1.452 0.462 0.01
H -1.492 1.470 -0.955 0.00
N 1.560 -1.258 0.206 0.00
C 2.054 -0.059 -0.356 0.00
O 1.630 1.145 0.363 0.00
H 1.938 -1.562 1.087 0.00
H 0.554 -1.236 0.191 0.00
H 3.137 -0.078 -0.456 0.00
H 1.614 0.048 -1.351 0.00
```

For the gap between HOMO and LUMO (spin up / spin down), the calculation gives 0.3438 / 0.1998 hartree. Its net charge is +1. Its spin multiplicity is 2. The LUMO energy (spin up / spin down) is -4.19 / -8.10 eV. Its expectation value of S² is 0.77.


Run 2
The following is a quantum chemistry calculation of a cluster of 2 separate species, C3H10N2O in total, from the Open Molecules 2025 dataset.

The geometry in XYZ format:
```
16
Properties=species:S:1:pos:R:3:lowdin_spin:R:1
N 0.270 -0.944 1.084 0.46
C -0.894 -0.954 0.220 0.01
N -1.702 -2.064 0.610 0.45
H 0.039 -0.842 2.070 0.00
H 0.944 -1.688 0.918 0.01
H -1.438 -0.017 0.238 0.00
H -0.569 -1.045 -0.816 0.00
H -1.259 -2.977 0.561 0.01
H -2.227 -1.977 1.481 0.01
O -0.350 2.661 -0.044 0.02
C 0.634 1.990 -0.164 0.01
C 1.249 1.620 -1.475 0.00
H 1.138 1.623 0.764 0.01
H 0.489 1.751 -2.242 0.00
H 1.597 0.586 -1.484 0.00
H 2.079 2.277 -1.720 0.00
```

For the gap between HOMO and LUMO (spin up / spin down), the calculation gives 0.3563 / 0.1713 hartree. Its net charge is +1. Its spin multiplicity is 2. The LUMO energy (spin up / spin down) is -3.70 / -8.56 eV. Its expectation value of S² is 0.76.


Stability check: which of them is least stable? run 2.


Run 1
The following is a quantum chemistry calculation of an isolated molecule of C8H7N3, from the Open Molecules 2025 dataset.

The geometry in XYZ format:
```
18
Properties=species:S:1:pos:R:3:lowdin_charge:R:1
C -3.080 -0.099 -0.063 -0.08
C -2.506 1.114 0.113 -0.09
C -1.078 1.189 0.093 0.00
C -0.314 0.023 -0.103 -0.22
C 1.150 0.138 -0.044 -0.33
N 1.891 1.149 -0.303 0.11
C 3.190 0.658 -0.266 -0.11
C 3.137 -0.664 0.146 -0.15
N 1.896 -1.008 0.199 0.08
N -0.940 -1.136 -0.187 0.09
C -2.163 -1.194 -0.256 -0.21
H -4.161 -0.117 0.178 0.11
H -3.072 1.960 0.415 0.09
H -0.385 2.200 0.202 0.16
H 3.934 1.390 -0.297 0.07
H 3.893 -1.449 0.308 0.12
H 1.457 -1.973 0.387 0.20
H -2.850 -2.180 -0.522 0.15
```

For the gap between HOMO and LUMO, the calculation gives 0.3281 hartree. Its net charge is 0. Its spin multiplicity is 1. The LUMO energy is 0.74 eV. As for the structure (SMILES): c1ccc(-c2ncc[nH]2)nc1.


Run 2
The following is a quantum chemistry calculation of an isolated molecule of C8H7N3, from the Open Molecules 2025 dataset.

The geometry in XYZ format:
```
18
Properties=species:S:1:pos:R:3:lowdin_charge:R:1
C -1.328 -2.164 1.737 -0.12
C -0.123 -1.718 2.007 -0.10
C 0.422 -0.704 1.138 -0.04
C -0.314 -0.323 0.124 -0.29
C 0.189 0.739 -0.796 -0.23
N -0.338 1.016 -2.036 0.09
C 0.439 2.034 -2.522 -0.18
C 1.493 2.391 -1.617 -0.12
N 1.329 1.521 -0.576 0.05
N -1.481 -0.828 -0.201 0.14
C -1.948 -1.792 0.532 -0.13
H -1.939 -3.109 2.376 0.18
H 0.571 -1.991 2.992 0.17
H 1.378 -0.267 1.395 0.10
H 0.340 2.557 -3.579 0.13
H 2.363 3.080 -1.812 0.12
H 1.850 1.635 0.317 0.16
H -2.903 -2.077 0.521 0.06
```

For the gap between HOMO and LUMO, the calculation gives 0.3235 hartree. Its net charge is 0. Its spin multiplicity is 1. The LUMO energy is 0.64 eV. As for the structure (SMILES): c1ccc(-c2ncc[nH]2)nc1.


Stability check: which of them is least stable? run 2.